The following is a DFT calculation (the ωB97M-V functional and the def2-TZVPD basis) of a structure of composition H30KrO15.

ORCA input file:
```
! wB97M-V def2-TZVPD RIJCOSX def2/J DEFGRID3
* xyz 0 1
Kr 0.17 0.19 -0.21
O -2.91 1.06 -1.79
O -0.98 1.11 2.91
O -0.82 0.10 -3.43
O 3.04 -0.52 2.03
O 3.55 1.55 0.22
O 1.26 -3.38 -1.67
O 1.69 -0.70 -3.92
O -1.30 -2.08 -1.81
O -1.69 -2.61 0.81
O -1.07 3.16 -1.09
O -1.72 3.33 1.55
O 1.72 1.28 3.63
O 3.72 0.52 -2.24
O -3.21 -0.37 0.81
O 0.11 -1.99 2.95
H 2.27 -0.32 -3.26
H -0.71 -2.03 3.45
H -1.34 0.09 -4.24
H 0.59 -2.75 -1.41
H 2.90 2.25 0.27
H 1.88 2.12 3.19
H -3.76 1.20 -2.22
H -1.15 3.17 -0.14
H -0.99 0.16 2.83
H -0.05 -2.55 2.19
H 0.88 -0.20 -3.84
H -0.07 1.33 3.09
H -1.35 -2.41 -0.07
H 3.41 0.87 -1.41
H 3.28 0.92 0.89
H -1.60 2.40 -1.36
H 1.37 -3.94 -0.90
H -2.69 -1.18 0.84
H -3.59 -0.30 1.69
H -2.33 3.82 2.11
H -1.18 -1.28 -2.32
H 3.85 -0.50 2.55
H -1.71 -2.69 -2.42
H 4.19 1.25 -2.65
H 2.16 0.63 3.08
H -1.61 2.49 1.99
H 2.49 -1.18 2.45
H -1.29 0.69 -2.85
H -3.13 0.63 -0.97
H -2.30 -3.34 0.67
*
```

## Properties
frontier orbital gap	9.337	eV
LUMO	-0.0068	Ha
strongest force on any atom	1.17	eV/Å
relative energy (zero: lowest compared OMol25 entry of this formula, charge and spin)	0.399	eV